Record 1
Here is a 4-piece molecular cluster, C19H48F3N3O9S overall at a distorted geometry from the OMol25 dataset. Energies are from ωB97M-V/def2-TZVPD.

Results
**Kohn-Sham gap**: 10.3 eV
**Charge**: +2
**Energy relative to the best compared isomer or geometry (same formula, charge and spin)**: 16.5 kcal per mole

Geometry (Å):
C: 1.4680 4.7809 -0.5498
O: 2.3035 3.5874 -0.5988
C: 3.2290 3.4828 -1.6793
C: 4.2667 2.5162 -1.1489
N: 3.7029 1.2325 -0.5051
H: 3.0133 1.4431 0.2022
H: 3.2223 0.7687 -1.2627
C: 4.6821 0.1759 0.0892
C: 4.1192 -1.3042 -0.0102
O: 3.3668 -1.6493 -1.2063
C: 3.9564 -2.6187 -1.9883
H: 1.1628 5.0210 -1.5683
H: 2.2253 5.4100 -0.0819
H: 0.6425 4.7245 0.1597
H: 3.6419 4.4254 -2.0387
H: 2.6527 2.8589 -2.3625
H: 4.8391 3.0005 -0.3577
H: 4.9524 2.1728 -1.9234
H: 4.9658 0.5985 1.0531
H: 5.6725 0.2581 -0.3585
H: 3.3890 -1.4495 0.7860
H: 4.8986 -1.9985 0.3037
H: 4.9645 -2.3270 -2.2828
H: 3.4681 -2.8737 -2.9288
H: 4.0796 -3.5638 -1.4595
C: -4.0002 2.8629 1.9491
O: -4.4972 2.0628 0.9269
C: -3.6351 1.0053 0.6629
C: -2.4407 1.3418 -0.2158
N: -2.8688 2.0236 -1.5796
H: -3.3461 1.4027 -2.2175
H: -3.5951 2.6641 -1.2926
C: -1.8010 2.6466 -2.5217
C: -0.6836 1.6679 -3.0633
O: -1.2954 0.4072 -3.1703
C: -2.0069 0.1251 -4.3448
H: -2.9507 3.0988 1.7732
H: -4.1237 2.4005 2.9284
H: -4.5320 3.8144 1.9498
H: -4.1854 0.2048 0.1684
H: -3.3724 0.6031 1.6413
H: -1.8650 0.4479 -0.4556
H: -1.7744 1.9735 0.3717
H: -1.5369 3.5888 -2.0414
H: -2.4038 2.9384 -3.3817
H: 0.2347 1.6473 -2.4764
H: -0.3449 1.9535 -4.0592
H: -1.2941 -0.2606 -5.0737
H: -2.3989 1.0760 -4.7057
H: -2.9426 -0.3983 -4.1485
C: 0.4874 -1.6335 -1.7183
O: -0.4562 -2.6383 -1.3963
C: 0.1364 -3.8143 -0.9159
C: 0.3530 -3.7110 0.6534
N: -0.9080 -3.3754 1.5245
H: -1.3183 -2.4706 1.3426
H: -1.6207 -4.0222 1.2182
C: -0.6501 -3.4639 3.0433
C: -1.9934 -3.5398 3.8143
O: -2.7331 -2.3774 3.5101
C: -4.1476 -2.5239 3.3762
H: 1.1998 -1.7121 -2.5395
H: 1.0766 -1.6266 -0.8012
H: 0.0785 -0.6244 -1.6681
H: 0.9345 -4.3280 -1.4518
H: -0.7634 -4.4222 -1.0105
H: 1.1151 -2.9642 0.8765
H: 0.8257 -4.5946 1.0822
H: -0.0899 -2.5650 3.3005
H: 0.0493 -4.2639 3.2859
H: -1.7528 -3.4294 4.8717
H: -2.3558 -4.5470 3.6086
H: -4.4099 -3.3712 2.7427
H: -4.5462 -1.5886 2.9833
H: -4.5807 -2.7205 4.3569
C: -0.1637 1.4476 3.1830
F: -0.9826 0.8654 4.0483
F: -0.8305 2.4099 2.5598
F: 0.9478 1.9271 3.7972
S: 0.3822 0.1288 1.8155
O: 1.3312 -0.7556 2.4458
O: -0.8630 -0.5221 1.4532
O: 1.0234 0.8567 0.7017

Record 2
Here is a 2-piece molecular cluster, C2H3ClO2S overall at a distorted geometry from the OMol25 dataset. Energies are from ωB97M-V/def2-TZVPD.

Results
**Kohn-Sham gap (spin up / spin down)**: 8.5 / 5.7 eV
**Energy relative to the best compared isomer or geometry (same formula, charge and spin)**: 95.5 kcal per mole
**Expectation value of S²**: 2.015
**Spin multiplicity**: 3

Geometry (Å):
C: 0.3290 -0.0374 -0.7181
C: -0.5596 -0.4400 0.2961
O: 1.6339 -1.9501 0.6181
O: -0.5054 -0.0378 1.5507
S: 0.5394 -1.8862 -0.3779
Cl: -3.0822 -0.7154 -0.1435
H: -0.0293 0.1072 -1.6577
H: 1.3111 0.5532 -0.5427
H: -0.5225 -0.9001 2.1278

Record 3
Here is a 4-piece molecular cluster, C17H40BrN3O2 overall at a distorted geometry from the OMol25 dataset. Energies are from ωB97M-V/def2-TZVPD.

Results
**Kohn-Sham gap (spin up / spin down)**: 2.5 / 7.2 eV
**Charge**: +1
**Energy relative to the best compared isomer or geometry (same formula, charge and spin)**: 11.0 kcal per mole
**Expectation value of S²**: 0.753
**Spin multiplicity**: 2

Geometry (Å):
Br: 0.0598 -2.1049 0.6640
C: -0.7729 -3.6512 4.6265
C: -2.0850 -3.3440 4.0065
O: -2.9952 -4.0464 3.9419
N: -2.2554 -1.9378 3.3902
H: -1.6573 -1.2645 3.8473
H: -2.0068 -1.8086 2.4198
C: -3.7387 -1.5016 3.5809
H: -0.5904 -3.2869 5.6375
H: 0.0304 -3.3088 3.9741
H: -0.6591 -4.7348 4.6560
H: -3.9705 -1.5743 4.6435
H: -4.4242 -2.1641 3.0525
H: -3.8639 -0.4902 3.1942
C: 3.0655 -6.1540 1.3184
C: 3.2446 -4.9597 0.4421
O: 4.1672 -4.1555 0.5232
N: 2.0723 -4.6589 -0.5007
H: 1.5234 -5.4871 -0.6818
H: 1.4833 -3.9628 -0.0665
C: 2.5172 -3.8992 -1.8132
H: 3.8618 -6.2572 2.0555
H: 3.0052 -7.0176 0.6560
H: 2.1284 -6.2327 1.8696
H: 1.6036 -3.4654 -2.2198
H: 2.9364 -4.5742 -2.5594
H: 3.0851 -2.9961 -1.5893
C: 0.1682 6.2308 -2.6858
C: -0.9827 5.3527 -3.1236
C: -1.1039 4.0450 -2.3232
C: 0.1073 3.1362 -2.2146
N: -0.1024 1.8573 -1.3372
C: 1.2343 1.0423 -1.2104
C: 1.3144 0.1266 -2.3754
C: 0.0724 0.2458 -3.2496
C: -0.9257 0.8771 -2.2266
C: -0.8056 2.0975 0.0145
C: 0.0116 2.9049 1.0133
C: -0.7545 3.1499 2.2773
H: 0.2569 7.0254 -3.4267
H: 1.0976 5.6658 -2.6149
H: -0.1263 6.5594 -1.6891
H: -0.6518 5.1538 -4.1429
H: -1.8386 6.0153 -2.9948
H: -2.0386 3.5777 -2.6333
H: -1.3772 4.5114 -1.3767
H: 0.7826 3.6022 -1.4970
H: 0.6096 2.8862 -3.1491
H: 1.1311 0.4624 -0.2932
H: 2.0866 1.7215 -1.2286
H: 1.4909 -0.9090 -2.0846
H: 2.2872 0.4418 -2.7530
H: -0.1672 -0.7650 -3.5796
H: 0.0339 0.8848 -4.1318
H: -1.2297 0.1487 -1.4749
H: -1.8806 1.2808 -2.5631
H: -0.9688 1.1131 0.4534
H: -1.7758 2.5459 -0.1994
H: 0.3044 3.8846 0.6356
H: 0.9618 2.3917 1.1615
H: -0.1994 3.2804 3.2063
H: -1.5096 2.3868 2.4660
H: -1.2775 4.1062 2.2822

Record 4
Here is a 2-piece molecular cluster, C2H5ClO overall at a distorted geometry from the OMol25 dataset. Energies are from ωB97M-V/def2-TZVPD.

Results
**Kohn-Sham gap (spin up / spin down)**: 6.5 / 6.5 eV
**Energy relative to the best compared isomer or geometry (same formula, charge and spin)**: 117.1 kcal per mole

Geometry (Å):
C: -0.0737 -0.2754 -0.5895
C: 0.2772 -0.0977 0.7648
O: 0.0625 2.6488 1.1066
Cl: -0.8327 2.7947 -0.2127
H: 0.0876 0.8285 -0.9272
H: 0.7371 -0.7295 -1.1597
H: -1.1353 -0.5634 -0.7935
H: 1.2427 -0.5200 1.2247
H: -0.3861 0.2709 1.5202

Record 5
Here is the molecule C11H8O4S5 at a distorted geometry from the OMol25 dataset. Energies are from ωB97M-V/def2-TZVPD.

Results
**Kohn-Sham gap**: 8.0 eV

Geometry (Å):
O: 2.4270 0.5005 -1.8384
O: 1.5559 -1.0175 1.3973
S: -5.5798 -1.5214 -3.6599
O: 1.9606 1.6064 0.1001
O: -0.1546 -0.2018 2.7190
S: -2.8359 -0.0792 -3.5241
S: -3.8948 -1.5472 -1.2218
S: 0.0646 1.1829 -3.5767
S: -2.3380 -1.8305 1.4195
C: 1.6512 0.7660 -0.8885
C: 0.4680 -0.5078 1.5251
C: -4.2148 -0.9529 -2.8264
C: -1.7670 -0.1930 -2.1184
C: -2.2607 -0.8417 -1.0293
C: -0.4782 0.3627 -2.0884
C: -1.5122 -0.9423 0.1345
C: 0.3049 0.2376 -0.8904
C: -0.2402 -0.4046 0.2517
C: 3.3035 2.0694 0.1745
C: 0.6049 -0.5955 3.8980
H: 1.3106 0.6658 -3.5252
H: -1.6366 -1.1815 2.3739
H: 3.8804 1.2500 0.5937
H: 3.4053 2.9639 0.7963
H: 3.6597 2.3074 -0.8337
H: 0.0572 -0.3128 4.7942
H: 0.6778 -1.6834 3.9768
H: 1.5812 -0.0996 3.8667

Record 6
Here is the molecule C4H8N2O at a distorted geometry from the OMol25 dataset. Energies are from ωB97M-V/def2-TZVPD.

Results
**Kohn-Sham gap**: 11.0 eV
**Energy relative to the best compared isomer or geometry (same formula, charge and spin)**: 40.8 kcal per mole

Geometry (Å):
C: -1.7773 0.5746 0.7889
N: -0.3599 0.2178 0.8155
C: 0.2416 -0.0352 -0.4837
C: 1.7415 -0.2916 -0.2731
O: 2.3202 0.7982 0.3880
C: -0.3916 -1.1514 -1.2254
N: -0.9029 -2.0335 -1.7726
H: -2.4398 -0.2998 0.7511
H: -2.0259 1.1684 1.6728
H: -1.9833 1.1856 -0.0938
H: -0.2284 -0.6035 1.4012
H: 0.1340 0.8750 -1.0859
H: 2.2449 -0.4146 -1.2364
H: 1.8593 -1.2332 0.2907
H: 1.6800 1.0574 1.0707

- Number 6 is which compound?
  C4H8N2O